<A>
Below is 3 unconnected molecules or ions with the total composition C11H11NO, with properties calculated with ωB97M-V/def2-TZVPD.

As for the charge: 0. The calculation puts the HOMO energy at -8.252 eV. The calculation puts the LUMO energy at 0.078 eV.

Element x y z (Å)
1 C -2.056 -0.039 -0.136
2 C -2.103 -1.444 -0.119
3 C -0.803 -2.064 0.521
4 C 0.496 -1.423 0.091
5 C 1.991 -1.710 -0.150
6 C 3.013 -0.810 -0.094
7 C 2.671 0.635 -0.146
8 C 1.319 0.961 -0.268
9 C 0.789 2.382 0.377
10 C -0.770 2.173 0.008
11 C 0.306 -0.045 -0.062
12 H -2.917 -2.108 0.269
13 H -2.020 -1.639 -1.132
14 H -1.033 -3.136 0.083
15 H -1.061 -2.007 1.581
16 H 1.891 -2.878 -0.326
17 H 4.009 -1.052 -0.265
18 H 3.345 1.325 -0.061
19 H 1.551 2.195 1.754
20 H 1.088 3.689 -0.159
21 H -1.538 2.524 0.791
22 H -1.196 2.432 -1.037
23 N -0.882 0.607 -0.010
24 O -3.133 0.589 -0.195

<B>
Below is C11H11NO in the gas phase, with properties calculated with ωB97M-V/def2-TZVPD.

As for the charge: 0. The calculation puts the HOMO energy at -8.530 eV. The calculation puts the LUMO energy at 0.863 eV.

Element x y z (Å)
1 C -0.085 0.818 2.414
2 C -0.418 -0.264 1.406
3 C -1.307 -1.303 1.803
4 C -1.709 -2.234 0.904
5 C -0.891 -2.399 -0.267
6 C -0.055 -1.302 -0.699
7 C 0.624 -1.470 -2.072
8 C 0.179 -0.303 0.175
9 C 0.481 1.057 -0.302
10 C 1.165 3.051 -0.692
11 C 1.028 2.448 -1.897
12 H -0.530 1.891 2.291
13 H -0.397 0.428 3.432
14 H 0.974 0.904 2.415
15 H -1.799 -1.143 2.739
16 H -2.495 -2.906 1.097
17 H -1.005 -3.286 -0.831
18 H 0.559 -2.483 -2.371
19 H 1.608 -1.039 -2.158
20 H 0.152 -0.844 -2.856
21 H 1.426 4.072 -0.400
22 H 1.059 2.978 -2.850
23 N 0.702 2.131 0.357
24 O 0.733 1.197 -1.636

<C>
Below is 2 unconnected molecules or ions with the total composition C11H11NO, with properties calculated with ωB97M-V/def2-TZVPD.

As for the charge: 0. The calculation puts the HOMO energy (alpha / beta) at -7.221 / -7.208 eV. The calculation puts the LUMO energy (alpha / beta) at -0.458 / -0.481 eV.

Element x y z (Å)
1 C 3.262 -1.151 2.405
2 C 2.055 -1.043 2.253
3 C -0.370 2.678 -1.818
4 C 0.924 2.282 -1.522
5 C -1.416 1.827 -1.594
6 C 1.216 1.122 -0.835
7 C -1.114 0.602 -1.042
8 C 0.130 0.281 -0.471
9 C -2.021 -0.554 -0.849
10 C -1.174 -1.540 -0.098
11 C 0.677 -1.077 2.186
12 N 0.155 -1.021 0.045
13 O -0.054 -2.221 2.526
14 H 4.295 -1.359 2.304
15 H -0.576 3.769 -2.113
16 H 1.687 3.029 -1.678
17 H -2.353 1.926 -2.099
18 H 2.190 1.028 -0.355
19 H -3.019 -0.157 -0.369
20 H -2.318 -0.913 -1.896
21 H -1.540 -1.894 0.895
22 H -1.131 -2.533 -0.608
23 H 0.170 -0.240 2.717
24 H 0.326 -2.842 2.017

<D>
Below is C11H11NO in the gas phase, with properties calculated with ωB97M-V/def2-TZVPD.

As for the charge: 0. The calculation puts the HOMO energy at -8.099 eV. The calculation puts the LUMO energy at 0.109 eV.

Element x y z (Å)
1 C -0.657 3.262 -0.096
2 C -0.688 2.686 1.207
3 C -0.760 2.229 -0.970
4 C -0.913 1.337 1.080
5 C -1.524 0.463 3.151
6 C -0.818 0.294 2.066
7 C -1.433 -0.238 -0.668
8 C 0.320 -0.673 1.855
9 C -0.644 -0.852 -1.730
10 C 0.084 -1.798 0.730
11 C 0.488 -1.334 -0.679
12 N -1.042 1.039 -0.342
13 O -2.224 0.574 4.046
14 H -0.920 4.360 -0.167
15 H -0.335 2.952 2.160
16 H -0.837 2.303 -2.066
17 H 1.280 -0.340 1.422
18 H 0.617 -1.189 2.717
19 H -1.120 -1.827 -2.104
20 H -0.297 -0.278 -2.674
21 H 0.664 -2.644 1.054
22 H -1.004 -2.087 0.825
23 H 1.060 -2.180 -1.296
24 H 1.197 -0.446 -0.670

Unit: kJ/mol. Relative energies: <A> 462.1; <B> 0.0; <C> 360.2; <D> 397.1.

<A>
Below is 2 unconnected molecules or ions with the total composition CH2F3P, with properties calculated with ωB97M-V/def2-TZVPD.

As for the charge: 0. The calculation puts the HOMO energy (alpha / beta) at -9.026 / -8.437 eV. The calculation puts the LUMO energy (alpha / beta) at -0.632 / 0.002 eV.

Element x y z (Å)
1 C -0.087 0.678 0.615
2 F -1.449 0.744 -2.418
3 F -2.665 1.849 -0.745
4 F 0.969 0.176 1.226
5 P -1.302 2.113 -1.546
6 H -0.798 1.263 1.267
7 H -0.643 -0.105 -0.109

<B>
Below is CH2F3P in the gas phase, with properties calculated with ωB97M-V/def2-TZVPD.

As for the charge: 0. The calculation puts the HOMO energy at -10.901 eV. The calculation puts the LUMO energy at 0.762 eV.

Element x y z (Å)
1 C 0.621 -0.028 -0.082
2 F 1.383 -0.385 -1.128
3 F 0.496 1.318 -0.030
4 F 1.384 -0.390 0.968
5 P -1.040 -0.768 -0.104
6 H -1.301 0.036 1.192
7 H -1.544 0.217 -0.817

Unit: kJ/mol. Relative energies: <A> 101.1; <B> 0.0.

<A>
Below is a molecular structure, C5H17N3, with properties calculated with ωB97M-V/def2-TZVPD.

As for the charge: 0. The calculation puts the HOMO energy at -7.283 eV. The calculation puts the LUMO energy at 0.965 eV.

Element x y z (Å)
1 C -1.624 -0.348 -0.810
2 C -1.609 1.467 0.887
3 N -0.826 0.595 0.008
4 N -0.840 -0.917 -1.884
5 N -2.202 -1.348 0.063
6 H -0.161 0.031 0.592
7 H -2.446 0.218 -1.261
8 H -1.467 -1.934 0.451
9 H 0.003 -1.349 -1.518
10 H -0.562 -0.202 -2.547
11 H -2.824 -1.951 -0.464
12 H -2.176 0.870 1.605
13 H -2.306 2.067 0.298
14 H -0.925 2.125 1.424
15 C 2.395 0.054 -0.036
16 C 1.451 -0.912 1.358
17 C 1.805 1.184 -0.705
18 H 3.259 0.279 0.583
19 H 2.555 -0.830 -0.648
20 H 1.953 1.212 -1.782
21 H 0.379 1.033 -0.477
22 H 0.620 -0.610 2.008
23 H 2.286 -0.942 2.060
24 H 1.255 -1.942 1.040
25 H 2.008 2.149 -0.246

<B>
Below is a molecular structure, C5H17N3, with properties calculated with ωB97M-V/def2-TZVPD.

As for the charge: 0. The calculation puts the HOMO energy at -6.938 eV. The calculation puts the LUMO energy at 0.902 eV.

Element x y z (Å)
1 C -2.184 -1.035 0.010
2 C -0.839 -1.096 1.985
3 C 0.458 -1.147 -1.430
4 N -0.855 -1.310 0.548
5 N 0.156 -0.544 -0.136
6 H 0.012 0.786 -0.178
7 H 0.119 -1.394 2.404
8 H -2.213 -1.230 -1.060
9 H -2.512 -0.001 0.196
10 H -2.892 -1.721 0.474
11 H -1.588 -1.751 2.432
12 H -1.067 -0.055 2.268
13 H 1.144 -0.480 -1.949
14 H -0.427 -1.225 -2.063
15 H 0.893 -2.143 -1.303
16 C 1.716 -0.316 0.689
17 C 0.902 2.625 -1.191
18 N 0.530 2.070 0.100
19 H -0.346 2.495 0.408
20 H 0.989 3.719 -1.145
21 H 2.362 0.217 0.003
22 H 1.942 -1.370 0.860
23 H 1.595 0.286 1.579
24 H 1.888 2.239 -1.474
25 H 0.218 2.382 -2.027

Unit: kJ/mol. Relative energies: <A> 0.0; <B> 82.6.

<A>
Below is CH2O2S in the gas phase, with properties calculated with ωB97M-V/def2-TZVPD.

As for the charge: 0. The calculation puts the HOMO energy at -9.236 eV. The calculation puts the LUMO energy at -2.064 eV.

Element x y z (Å)
1 C 0.508 -0.162 0.071
2 O -0.076 1.090 -0.186
3 O -1.472 0.822 -0.164
4 S -0.975 -1.209 -0.199
5 H 1.270 -0.288 -0.746
6 H 0.744 -0.252 1.224

<B>
Below is CH2O2S in the gas phase, with properties calculated with ωB97M-V/def2-TZVPD.

As for the charge: 0. The calculation puts the HOMO energy (alpha / beta) at -9.264 / -9.226 eV. The calculation puts the LUMO energy (alpha / beta) at -3.364 / -3.392 eV.

Element x y z (Å)
1 C -0.011 -0.369 0.195
2 O 0.326 -0.470 1.560
3 O 1.434 -0.050 2.032
4 S 0.067 -2.196 -0.182
5 H -0.968 -0.091 0.137
6 H 0.714 0.174 -0.256

<C>
Below is CH2O2S in the gas phase, with properties calculated with ωB97M-V/def2-TZVPD.

As for the charge: 0. The calculation puts the HOMO energy at -10.043 eV. The calculation puts the LUMO energy at 0.784 eV.

Element x y z (Å)
1 C -0.563 0.062 -0.437
2 O -1.429 -0.696 0.294
3 O -1.569 0.708 0.214
4 S 1.116 -0.015 0.218
5 H -0.761 -0.128 -1.577
6 H 0.879 -0.470 1.368

<D>
Below is CH2O2S in the gas phase, with properties calculated with ωB97M-V/def2-TZVPD.

As for the charge: 0. The calculation puts the HOMO energy (alpha / beta) at -8.769 / -8.769 eV. The calculation puts the LUMO energy (alpha / beta) at 0.093 / 0.094 eV.

Element x y z (Å)
1 C 0.831 -0.094 -0.103
2 O 3.319 0.712 0.027
3 O 0.060 -1.206 0.053
4 S 2.448 -0.458 0.021
5 H 0.289 0.800 -0.481
6 H -0.853 -1.061 -0.289

Unit: kJ/mol. Relative energies: <A> 384.0; <B> 504.2; <C> 217.8; <D> 0.0.

<A>
Below is 2 unconnected molecules or ions with the total composition CH5NO3S, with properties calculated with ωB97M-V/def2-TZVPD.

As for the charge: 0. The calculation puts the HOMO energy at -9.832 eV. The calculation puts the LUMO energy at 0.683 eV.

Element x y z (Å)
1 C -2.219 0.455 0.819
2 N -1.629 -0.282 -0.002
3 O 2.065 0.077 -1.606
4 O 1.702 -1.716 0.164
5 O 1.080 0.742 0.456
6 S 2.141 -0.146 0.051
7 H -3.294 0.483 1.059
8 H -1.718 1.450 1.159
9 H -0.653 0.114 -0.085
10 H 1.732 0.859 -2.048
11 H 0.794 -2.035 0.035

<B>
Below is 2 unconnected molecules or ions with the total composition CH5NO3S, with properties calculated with ωB97M-V/def2-TZVPD.

As for the charge: 0. The calculation puts the HOMO energy at -9.500 eV. The calculation puts the LUMO energy at 0.540 eV.

Element x y z (Å)
1 C -1.593 0.581 -1.135
2 N -1.707 0.522 0.110
3 O 1.125 1.141 0.575
4 O 1.520 -0.985 1.806
5 O 0.860 -0.979 -0.653
6 S 1.794 -0.116 0.411
7 H -0.829 1.131 -1.685
8 H -2.325 0.037 -1.724
9 H -0.987 1.039 0.617
10 H 1.157 -1.884 -0.751
11 H 0.985 -0.488 2.429

Unit: kJ/mol. Relative energies: <A> 39.7; <B> 0.0.